# 1
An isolated molecule of H3NOS in a non-equilibrium geometry. Source: the OMol25 dataset; level of theory: wB97M-V/def2-TZVPD.

Geometry as XYZ:
```
6
Properties=species:S:1:pos:R:3:forces:R:3:mulliken_charge:R:1
N 0.59190 -0.23669 -0.87047 0.101 -2.070 2.145 -0.417
O 0.25893 0.50231 0.43486 1.427 -0.712 -1.023 -0.232
S -1.09128 0.11987 1.19655 -1.677 1.143 -0.843 -0.059
H 0.48882 -1.32935 -0.65401 -0.349 2.731 -0.236 0.279
H 1.58218 -0.17235 -0.62515 0.339 0.116 -0.957 0.272
H -1.83055 1.11622 0.51823 0.159 -1.209 0.913 0.158
```
Forces are in eV/Å.

Output
ΔE to the lowest compared entry with this formula, charge and spin, eV: 2.143
Total charge: 0
HOMO, eV: -9.3
SMILES: NOS
Kohn-Sham gap, eV: 9.97

# 2
A structure of composition H3NOSSi in a non-equilibrium geometry. Source: the OMol25 dataset; level of theory: wB97M-V/def2-TZVPD.

Geometry as XYZ:
```
7
Properties=species:S:1:pos:R:3:forces:R:3:mulliken_charge:R:1
O -0.82676 1.49910 -1.10551 -3.089 0.679 1.867 -0.452
N -0.91065 -0.05795 0.83467 -4.496 2.465 0.297 -0.200
S -1.68256 1.05549 0.05325 4.386 -1.655 -1.174 0.565
Si 0.54563 -0.59804 0.22595 3.398 0.161 -2.087 0.284
H 0.67006 0.09735 -1.16451 0.440 -1.441 1.046 -0.060
H 0.55257 -2.10748 0.10830 0.105 0.720 0.387 -0.076
H 1.65171 0.11153 1.04785 -0.743 -0.928 -0.336 -0.061
```
Forces are in eV/Å.

Output
ΔE to the lowest compared entry with this formula, charge and spin, eV: 0.690
Total charge: 0
HOMO, eV: -10.4
Kohn-Sham gap, eV: 8.91

# 3
A structure of composition H3NOSSi in a non-equilibrium geometry. Source: the OMol25 dataset; level of theory: wB97M-V/def2-TZVPD.

Geometry as XYZ:
```
7
Properties=species:S:1:pos:R:3:forces:R:3:mulliken_charge:R:1
N 0.95798 1.25411 1.42460 -0.578 -0.228 0.703 -0.320
O 2.67260 2.20246 0.13433 1.654 1.529 0.246 -0.490
Si 0.61604 0.43408 -0.21383 0.638 -1.573 3.302 0.569
S 2.10091 2.23782 1.48198 -1.282 -1.973 -2.226 0.561
H 1.77916 -0.20663 -0.78737 0.505 -0.579 0.159 -0.096
H 0.42990 1.42662 -1.11530 -1.209 2.122 -1.813 -0.107
H -0.42840 -0.60038 0.13599 0.272 0.702 -0.371 -0.117
```
Forces are in eV/Å.

Output
ΔE to the lowest compared entry with this formula, charge and spin, eV: 0.416
Total charge: 0
HOMO, eV: -10.6
Kohn-Sham gap, eV: 9.76

# 4
An isolated molecule of H3NP2S in a non-equilibrium geometry. Source: the OMol25 dataset; level of theory: wB97M-V/def2-TZVPD.

Geometry as XYZ:
```
7
Properties=species:S:1:pos:R:3:forces:R:3:mulliken_charge:R:1
N -0.08277 1.32388 -1.65094 0.216 -2.437 1.219 -0.614
P -0.68884 0.57948 -0.38222 -0.921 1.400 0.113 0.473
P -0.49678 -1.63125 0.72271 -0.041 1.699 -1.434 -0.021
S -2.04564 1.49514 0.69069 0.521 -0.795 -0.193 -0.355
H -0.58166 2.19904 -1.78557 -0.088 0.107 0.184 0.280
H 0.89217 -1.75908 0.58720 0.326 -0.083 -0.105 0.111
H -0.36727 -0.87223 1.89238 -0.014 0.109 0.215 0.127
```
Forces are in eV/Å.

Output
ΔE to the lowest compared entry with this formula, charge and spin, eV: 1.662
Total charge: 0
HOMO, eV: -9.1
Kohn-Sham gap, eV: 7.81

# 5
A cluster of 2 separate species, H3O2 in total in a non-equilibrium geometry. Source: the OMol25 dataset; level of theory: wB97M-V/def2-TZVPD.

Geometry as XYZ:
```
5
Properties=species:S:1:pos:R:3:forces:R:3:mulliken_charge:R:1
O 0.45241 0.48948 1.26319 1.005 -0.217 -0.128 -0.659
H 0.82770 1.17936 0.70605 -0.224 0.216 0.126 0.291
O -0.53319 -0.81473 -0.99481 0.532 -0.242 0.095 -1.109
H -1.26119 -0.60846 -1.58232 -0.130 0.096 -0.068 0.120
H 0.51427 -0.24565 0.60788 -1.183 0.148 -0.025 0.357
```
Forces are in eV/Å.

Output
ΔE to the lowest compared entry with this formula, charge and spin, eV: 0.569
Total charge: -1
HOMO, eV: -2.3
Kohn-Sham gap, eV: 7.59

# 6
An isolated molecule of H3O2PS in a non-equilibrium geometry. Source: the OMol25 dataset; level of theory: wB97M-V/def2-TZVPD.

Geometry as XYZ:
```
7
Properties=species:S:1:pos:R:3:forces:R:3:mulliken_charge:R:1
O 0.89503 -1.12399 1.19943 -0.498 -0.665 -1.408 -0.582
O 1.29427 -0.46067 -1.32075 0.314 -0.138 -0.962 -0.587
P 0.51045 -1.00276 -0.22741 -0.617 0.022 2.238 0.797
S -0.81532 1.03327 -0.04023 -1.904 0.417 0.713 -0.291
H 0.19394 1.87479 -0.23052 0.211 0.363 0.568 0.251
H -0.73500 -1.65275 -0.62790 1.261 0.095 0.319 0.159
H -1.34337 1.33211 1.24737 1.233 -0.094 -1.468 0.253
```
Forces are in eV/Å.

Output
ΔE to the lowest compared entry with this formula, charge and spin, eV: 1.645
Total charge: 0
HOMO, eV: -10.7
Kohn-Sham gap, eV: 10.86

# 7
A cluster of 2 separate species, H3O3PS in total in a non-equilibrium geometry. Source: the OMol25 dataset; level of theory: wB97M-V/def2-TZVPD.

Geometry as XYZ:
```
8
Properties=species:S:1:pos:R:3:forces:R:3:mulliken_charge:R:1
O -2.93761 1.12390 -0.68014 0.163 0.268 0.011 -0.425
P -3.05998 -0.12068 0.07745 1.196 -1.131 0.195 0.463
O -1.57145 -0.83801 0.29660 -0.885 1.769 -0.264 -0.390
H -0.85937 -0.17390 0.08968 -0.534 -1.152 0.083 0.389
O 1.29927 0.00623 0.26968 -0.130 -0.067 0.343 -0.496
S 2.97274 -0.16379 0.52898 -0.812 -0.655 -2.735 -0.052
H 0.94462 0.91480 0.23453 1.208 -0.135 -0.012 0.342
H 3.21178 -0.74856 -0.81677 -0.207 1.103 2.379 0.168
```
Forces are in eV/Å.

Output
ΔE to the lowest compared entry with this formula, charge and spin, eV: 3.313
Total charge: 0
HOMO, eV: -9.7
SMILES: O=PO.OS
Kohn-Sham gap, eV: 9.56

# 8
A cluster of 2 separate species, H3O6 in total in a non-equilibrium geometry. Source: the OMol25 dataset; level of theory: wB97M-V/def2-TZVPD.

Geometry as XYZ:
```
9
Properties=species:S:1:pos:R:3:forces:R:3:mulliken_charge:R:1
O 0.17930 0.76447 -0.46781 1.201 0.644 1.180 -0.168
O 1.50295 0.10851 -2.21858 1.815 -0.666 0.999 -0.213
O -1.17093 -0.21969 2.25686 -1.867 1.251 -0.657 -0.234
O -0.78663 -0.68621 0.13952 -1.224 0.183 0.820 0.040
O 0.29871 0.52391 -1.83463 -2.660 0.393 -1.468 0.051
O -0.49814 -0.95742 1.29556 1.964 -1.248 0.451 0.286
H -0.47668 1.50626 -0.36746 0.319 -0.393 -0.577 0.454
H 1.60716 -0.82113 -1.89015 -0.240 0.476 -0.447 0.376
H -0.65575 -0.21869 3.08669 0.693 -0.640 -0.300 0.409
```
Forces are in eV/Å.

Output
ΔE to the lowest compared entry with this formula, charge and spin, eV: 0.422
Total charge: +1
HOMO (alpha / beta), eV: -16.4 / -16.0
Kohn-Sham gap (alpha / beta), eV: 8.57 / 7.77

# 9
A structure of composition H3OPS in a non-equilibrium geometry. Source: the OMol25 dataset; level of theory: wB97M-V/def2-TZVPD.

Geometry as XYZ:
```
6
Properties=species:S:1:pos:R:3:forces:R:3:mulliken_charge:R:1
O 0.98135 -0.54074 -0.06359 1.883 0.832 0.116 -0.301
P 1.27245 0.80876 -0.72663 -0.625 -0.184 0.072 0.410
S -1.70846 -0.32352 0.56103 3.412 1.540 2.466 -0.599
H -0.06119 -0.82752 0.18996 -1.832 -0.049 -0.338 0.328
H 2.19018 1.54295 0.17164 -0.359 -0.762 -0.008 0.084
H -2.67432 -0.65994 -0.13241 -2.479 -1.378 -2.308 0.078
```
Forces are in eV/Å.

Output
ΔE to the lowest compared entry with this formula, charge and spin, eV: 3.176
Total charge: 0
HOMO, eV: -8.4
Kohn-Sham gap, eV: 5.63

# 10
A cluster of 2 separate species, H3OPS2 in total in a non-equilibrium geometry. Source: the OMol25 dataset; level of theory: wB97M-V/def2-TZVPD.

Geometry as XYZ:
```
7
Properties=species:S:1:pos:R:3:forces:R:3:mulliken_charge:R:1
O -2.55527 -1.13431 0.59704 2.046 -0.440 0.805 -0.362
P -2.89640 0.08608 -0.39572 -2.449 0.243 0.443 0.398
S -4.81022 0.29843 -0.02159 1.523 0.169 -0.724 -0.308
H -1.58288 -1.19358 0.82588 -1.381 0.001 -0.682 0.289
S 0.48151 0.54830 0.27661 -0.131 0.628 0.260 -0.404
H 0.10322 0.10962 1.52799 0.172 0.949 -0.657 0.181
H 0.04792 1.88575 0.27259 0.221 -1.549 0.555 0.207
```
Forces are in eV/Å.

Output
ΔE to the lowest compared entry with this formula, charge and spin, eV: 1.212
Total charge: 0
HOMO, eV: -9.1
SMILES: OP=S.S
Kohn-Sham gap, eV: 8.29